DFT (ωB97M-V/def2-TZVPD) results for one molecule with the formula C5H10 in a non-equilibrium geometry.

Atoms and positions in Å:
1 C -1.865 -0.096 -0.395
2 C -0.513 0.445 -0.057
3 C 0.278 -0.231 1.177
4 C 1.536 -0.032 0.284
5 C 0.703 -0.017 -0.974
6 H -1.750 -1.161 -0.528
7 H -2.609 0.025 0.353
8 H -2.170 0.419 -1.321
9 H -0.538 1.582 0.110
10 H 0.193 0.290 2.174
11 H 0.090 -1.250 1.258
12 H 2.303 -0.863 0.366
13 H 1.943 1.040 0.512
14 H 0.605 -1.072 -1.310
15 H 1.103 0.570 -1.822

SMILES string	CC1CCC1
E_tot	-196.459462	Eh
orbital gap	11.461	eV
2S+1	1
HOMO	-10.17	eV
energy above the lowest of the compared OMol25 structures with the same formula, charge and spin	30.7	kcal per mole

DFT (ωB97M-V/def2-TZVPD) results for one molecule with the formula C5H10 in a non-equilibrium geometry.

Atoms and positions in Å:
1 C -1.682 -1.953 0.215
2 C -0.478 -1.051 0.193
3 C -0.359 0.072 -0.502
4 C 0.972 0.792 -0.571
5 C 1.230 1.896 0.473
6 H -1.274 -2.918 -0.146
7 H -2.475 -1.764 -0.499
8 H -2.020 -2.180 1.224
9 H 0.378 -1.341 0.787
10 H -1.066 0.454 -1.230
11 H 1.807 0.088 -0.595
12 H 1.087 1.298 -1.536
13 H 2.308 2.019 0.498
14 H 0.804 1.726 1.462
15 H 0.768 2.861 0.228

SMILES string	C/C=C/CC
E_tot	-196.470217	Eh
orbital gap	10.410	eV
2S+1	1
HOMO	-9.14	eV
energy above the lowest of the compared OMol25 structures with the same formula, charge and spin	24.0	kcal per mole

DFT (ωB97M-V/def2-TZVPD) results for a 2-piece molecular cluster, C5H10 overall.

Atoms and positions in Å:
1 C 0.651 0.304 1.755
2 C 0.367 1.367 1.008
3 C 0.782 1.545 -0.423
4 H 1.226 -0.531 1.358
5 H 0.328 0.228 2.790
6 H -0.206 2.184 1.449
7 H 1.457 2.403 -0.530
8 H -0.088 1.737 -1.064
9 H 1.288 0.653 -0.805
10 C -0.479 -2.094 -0.955
11 C -1.460 -1.201 -0.895
12 H -0.416 -2.829 -1.755
13 H 0.304 -2.128 -0.200
14 H -1.508 -0.473 -0.088
15 H -2.247 -1.165 -1.644

SMILES string	C=CC.C=C
E_tot	-196.443981	Eh
orbital gap	10.971	eV
2S+1	1
HOMO	-9.69	eV
energy above the lowest of the compared OMol25 structures with the same formula, charge and spin	40.4	kcal per mole

DFT (ωB97M-V/def2-TZVPD) results for C5H10B3ClCuO4S as an isolated structure in a non-equilibrium geometry.

Atoms and positions in Å:
1 O 5.364 -1.402 0.089
2 C 4.264 -1.601 -0.485
3 Cl 4.261 -2.122 -2.266
4 C 2.833 -1.480 0.212
5 B 2.361 0.033 0.555
6 O 2.934 1.251 0.041
7 B 1.942 2.294 -0.118
8 O 0.505 2.108 0.059
9 B 0.204 0.789 0.553
10 C -1.099 -0.104 0.180
11 C -2.477 0.369 0.875
12 C -3.744 0.276 -0.117
13 S -3.530 1.346 -1.653
14 O 1.201 0.182 1.445
15 H 1.999 -1.937 -0.455
16 H 2.835 -2.099 1.174
17 H 2.280 3.407 -0.384
18 H -0.899 -1.187 0.538
19 H -1.183 -0.179 -0.971
20 H -2.670 -0.360 1.752
21 H -2.312 1.431 1.304
22 H -3.893 -0.852 -0.388
23 H -4.667 0.643 0.451
24 H -2.205 1.798 -1.494
25 Cu -4.302 -2.605 -0.897

E_tot	-3070.764780	Eh
orbital gap	5.633	eV
2S+1	1
HOMO	-12.77	eV
total charge	+1

DFT (ωB97M-V/def2-TZVPD) results for a 2-piece molecular cluster, C5H10B4ClNO7 overall in a non-equilibrium geometry.

Atoms and positions in Å:
1 C 3.186 -2.151 1.050
2 C 3.824 -0.989 1.118
3 B 4.198 0.604 0.953
4 O 5.208 1.103 0.028
5 B 4.726 2.260 -0.709
6 Cl 5.549 2.610 -2.350
7 O 3.674 3.163 -0.221
8 B 2.802 2.401 0.657
9 B 1.150 2.269 0.545
10 N 0.532 2.049 -0.815
11 O 0.392 2.354 1.813
12 O 3.481 1.633 1.723
13 H 2.850 -3.195 0.673
14 H 0.249 1.043 -0.840
15 H -0.278 2.667 -0.985
16 H 0.486 1.486 2.293
17 C -3.665 0.419 0.722
18 O -4.169 -0.899 0.518
19 C -3.499 -1.608 -0.413
20 O -2.546 -1.222 -1.054
21 O -4.074 -2.822 -0.506
22 C -3.464 -3.687 -1.461
23 H -4.276 0.897 1.489
24 H -2.631 0.387 1.075
25 H -3.742 1.007 -0.196
26 H -2.423 -3.884 -1.193
27 H -3.532 -3.262 -2.465
28 H -4.008 -4.633 -1.450

SMILES string	C#CB1OB(Cl)OB(B(N)O)O1.COC(=O)OC
E_tot	-1337.780014	Eh
orbital gap	9.434	eV
2S+1	1
HOMO	-10.07	eV

DFT (ωB97M-V/def2-TZVPD) results for a 2-piece molecular cluster, C5H10BNO overall in a non-equilibrium geometry.

Atoms and positions in Å:
1 C 1.486 -0.098 -0.936
2 C -0.084 -0.101 -1.309
3 C -0.754 0.300 -0.008
4 N -0.538 1.695 0.202
5 C 0.236 0.742 1.053
6 C 1.559 0.421 0.488
7 H 2.051 0.453 -1.722
8 H 2.054 -1.076 -1.018
9 H -0.279 0.803 -1.913
10 H -0.615 -0.935 -1.760
11 H -1.585 -0.296 0.549
12 H -1.192 2.204 0.877
13 H 0.355 0.964 2.108
14 H 2.099 -0.236 1.276
15 H 2.105 1.388 0.433
16 B -2.994 -2.873 0.176
17 O -2.987 -1.761 0.607
18 H -2.826 -4.026 0.102

SMILES string	C1C[C@@H]2N[C@@H]2C1.B=O
E_tot	-351.290667	Eh
orbital gap	9.102	eV
2S+1	1
HOMO	-8.59	eV
energy above the lowest of the compared OMol25 structures with the same formula, charge and spin	74.9	kcal per mole

DFT (ωB97M-V/def2-TZVPD) results for a 2-piece molecular cluster, C5H10BNO overall in a non-equilibrium geometry.

Atoms and positions in Å:
1 C 1.074 2.580 0.027
2 N 0.908 1.554 0.767
3 B 1.766 0.420 1.059
4 C 1.028 -1.044 0.825
5 O 3.031 0.688 1.488
6 H 0.548 3.512 0.260
7 H 1.740 2.488 -0.798
8 H 1.767 -1.932 1.051
9 H 0.816 -1.131 -0.294
10 H 0.161 -1.405 1.352
11 H 3.479 -0.035 1.904
12 C -3.031 -1.821 -1.465
13 C -2.337 -0.817 -1.026
14 C -1.661 0.214 -0.627
15 H -2.696 -2.509 -2.209
16 H -4.049 -1.903 -1.143
17 H -1.568 0.929 -1.355
18 H -0.975 0.211 0.182

SMILES string	C=NB(C)O.C=C=C
E_tot	-351.318720	Eh
orbital gap	10.091	eV
2S+1	1
HOMO	-9.52	eV
energy above the lowest of the compared OMol25 structures with the same formula, charge and spin	57.3	kcal per mole

DFT (ωB97M-V/def2-TZVPD) results for one molecule with the formula C5H10BNO2 in a non-equilibrium geometry.

Atoms and positions in Å:
1 C 0.984 -1.738 -3.078
2 O 0.432 -0.945 -2.077
3 C 0.512 -1.484 -0.817
4 O 0.914 -2.594 -0.725
5 B 0.062 -0.152 0.487
6 C -0.946 -0.235 1.635
7 C -1.373 1.287 1.855
8 C -0.083 2.085 1.373
9 N 0.540 1.131 0.443
10 H 0.382 -2.587 -3.400
11 H 2.074 -2.178 -2.738
12 H 1.057 -1.002 -3.965
13 H -1.853 -0.797 1.607
14 H -0.418 -0.404 2.484
15 H -2.338 1.271 1.193
16 H -1.464 1.457 2.898
17 H -0.147 3.012 0.741
18 H 0.461 2.344 2.251
19 H 1.204 1.530 -0.167

SMILES string	COC(=O)B1CCCN1
E_tot	-426.580492	Eh
orbital gap	10.144	eV
2S+1	1
HOMO	-9.53	eV
energy above the lowest of the compared OMol25 structures with the same formula, charge and spin	47.3	kcal per mole

DFT (ωB97M-V/def2-TZVPD) results for C5H10BeF6N3O15S6 as an isolated structure in a non-equilibrium geometry.

Atoms and positions in Å:
1 Be 0.561 0.587 -0.718
2 C -0.519 -3.216 1.266
3 C -0.822 -2.902 -0.189
4 C -1.934 -3.821 -0.794
5 O -1.130 -1.551 -0.450
6 H -0.240 -4.269 1.309
7 H -1.345 -2.966 1.932
8 H 0.353 -2.628 1.554
9 H 0.049 -3.092 -0.816
10 H -2.662 -4.134 -0.046
11 H -1.560 -4.788 -1.130
12 H -2.302 -3.358 -1.709
13 N 1.389 0.250 -3.006
14 S 1.378 -0.976 -4.226
15 O 2.609 -1.530 -4.776
16 O 0.236 -0.898 -5.154
17 F 0.930 -2.114 -3.246
18 S 2.306 1.111 -3.808
19 O 2.053 1.481 -5.220
20 O 3.763 0.988 -3.496
21 F 1.788 2.488 -3.056
22 N -2.754 0.192 2.581
23 S -3.674 0.437 3.998
24 O -4.075 1.830 4.250
25 O -3.518 -0.369 5.184
26 F -5.104 -0.083 3.418
27 S -1.392 0.399 3.316
28 O -0.854 -0.751 4.076
29 O -1.186 1.761 3.835
30 F -0.520 0.517 1.920
31 N 2.522 0.595 0.695
32 S 2.976 0.445 2.086
33 O 2.717 1.613 2.916
34 O 4.165 -0.374 2.337
35 F 1.725 -0.533 2.506
36 S 4.026 1.161 0.192
37 O 4.904 0.185 -0.479
38 O 4.821 2.172 0.951
39 F 3.498 1.967 -1.023
40 C -2.288 3.971 -1.136
41 C -1.451 2.770 -0.847
42 O -0.182 3.000 -0.893
43 O -1.928 1.647 -0.658
44 H -1.821 4.791 -0.591
45 H -3.250 3.779 -0.659
46 H -2.254 4.217 -2.197

E_tot	-4492.045621	Eh
orbital gap (spin up / spin down)	3.010 / 4.551	eV
2S+1	2
HOMO (spin up / spin down)	4.85 / 3.31	eV
total charge	-4

DFT (ωB97M-V/def2-TZVPD) results for a 2-piece molecular cluster, C5H10Br2N3 overall in a non-equilibrium geometry.

Atoms and positions in Å:
1 C -3.126 -1.248 0.277
2 C -0.776 -1.173 0.266
3 C 2.045 1.629 -1.306
4 C 1.068 0.428 0.686
5 C 1.500 1.766 0.067
6 N -3.519 -2.294 0.717
7 N -0.102 -2.254 0.288
8 N -0.304 0.016 0.377
9 Br -3.685 0.447 -0.314
10 Br -0.037 3.084 0.079
11 H 2.502 0.713 -1.458
12 H 2.810 2.446 -1.593
13 H 1.396 1.544 -2.153
14 H 1.194 0.474 1.754
15 H 1.765 -0.390 0.322
16 H 2.243 2.310 0.754
17 H -4.431 -2.890 0.602
18 H -0.536 -3.134 0.121
19 H 0.920 -2.327 0.438
20 H -0.926 0.853 0.076

E_tot	-5508.456651	Eh
orbital gap	8.618	eV
2S+1	1
HOMO	-13.25	eV
energy above the lowest of the compared OMol25 structures with the same formula, charge and spin	61.6	kcal per mole
total charge	+1